ORCA calculation (wB97M-V/def2-TZVPD) on a structure of composition C9H17Cl2F6NO4PS2Zn at a distorted geometry.

Computed properties:
HOMO energy: -0.506 Ha
Energy relative to the best compared isomer or geometry (same formula, charge and spin): 0.0 kJ/mol
E: -140010.229 eV
Net charge: +1
Orbital gap: 10.8 eV

Element x y z (Å)
Zn  -0.09  -0.30  0.33
Cl  0.23  2.03  -0.57
Cl  2.45  0.57  0.36
S  -2.88  0.64  1.33
S  -0.59  1.37  2.71
P  -0.11  -2.61  -0.21
F  -3.79  -0.81  3.42
F  -1.25  -0.15  4.66
F  -1.16  1.90  5.29
F  -2.15  -1.69  2.30
F  -4.14  -1.68  1.48
F  0.66  0.81  4.96
O  0.00  0.13  2.18
O  0.19  2.53  2.44
O  -2.00  0.15  0.27
O  -4.10  1.21  0.93
N  -2.10  1.50  2.38
C  1.95  -3.09  1.59
C  0.77  -4.67  -1.93
C  1.92  2.18  -0.08
C  -1.83  -3.16  -0.58
C  0.51  -3.49  1.28
C  -3.29  -0.97  2.22
C  -2.27  -4.40  0.20
C  -0.58  1.00  4.54
C  0.93  -3.18  -1.62
H  -2.18  -4.24  1.27
H  -1.70  -5.28  -0.08
H  -2.49  -2.31  -0.35
H  2.63  -3.36  0.78
H  -0.13  -3.21  2.12
H  0.43  -4.57  1.12
H  2.52  2.55  -0.91
H  -1.89  -3.34  -1.65
H  1.08  -5.29  -1.10
H  2.02  -2.01  1.76
H  2.29  -3.59  2.49
H  1.97  -2.96  -1.38
H  -0.25  -4.91  -2.19
H  1.97  2.83  0.80
H  0.66  -2.58  -2.50
H  -3.32  -4.59  -0.01
H  1.40  -4.92  -2.79

Need the Löwdin charges? In units of e they are: 0.430 0.704 0.654 0.643 0.636 0.963 0.188 0.144 0.196 0.092 0.163 0.176 -0.426 -0.258 -0.413 -0.186 -0.257 -0.132 -0.125 -0.873 -0.359 -0.375 -0.643 -0.127 -0.663 -0.373 0.065 0.073 0.049 0.071 0.080 0.090 0.058 0.091 0.074 0.038 0.088 0.077 0.067 0.044 0.089 0.086 0.084